## a
# C2H10O4

4 unconnected molecules or ions with the total composition C2H10O4 (ωB97M-V/def2-TZVPD, the OMol25 dataset).

```
16
Properties=species:S:1:pos:R:3:lowdin_charge:R:1
C 1.714 1.157 2.119 0.0328
C 1.223 1.471 0.918 -0.2666
O 0.660 0.541 0.064 -0.1200
H 1.990 1.981 2.808 0.0724
H 1.732 0.126 2.333 0.0469
H 1.087 2.483 0.559 0.1032
H 1.379 0.245 -0.608 0.1300
O 1.118 -1.318 -1.859 -0.0472
H 0.454 -0.825 -2.420 0.0877
H 0.594 -1.876 -1.323 0.0165
O -1.564 -0.830 0.682 -0.0448
H -0.579 -0.782 0.585 0.0455
H -1.847 -0.110 1.178 0.0164
O -2.407 -0.792 -1.997 -0.1183
H -3.413 -0.731 -1.984 0.0670
H -2.139 -0.740 -1.055 -0.0217
```

Output
SMILES: C=CO.O.O.O
Frontier orbital gap: 10.72 eV
Lowest unoccupied orbital energy: 0.025 Ha

***

## b
# C2H10O4

3 unconnected molecules or ions with the total composition C2H10O4 (ωB97M-V/def2-TZVPD, the OMol25 dataset).

```
16
Properties=species:S:1:pos:R:3:lowdin_charge:R:1
O -1.704 -2.535 -0.048 -0.0420
C -0.404 -2.169 -0.230 -0.2967
C -0.298 -0.957 -1.243 -0.1954
O 1.054 -0.515 -1.405 -0.0701
H -1.744 -3.433 0.289 0.0986
H 0.047 -1.842 0.707 0.1092
H 0.216 -3.047 -0.415 0.1175
H -0.935 -0.302 -0.649 0.1153
H -0.779 -1.300 -2.160 0.1230
H 1.120 -0.202 -2.310 0.1017
O 0.039 4.249 2.331 -0.0564
H 0.171 4.940 1.683 0.0297
H -0.107 3.457 1.813 0.0049
O 1.076 1.590 0.430 -0.0503
H 1.010 0.800 -0.107 -0.0259
H 1.237 1.265 1.316 0.0368
```

Output
SMILES: OCCO.O.O
Frontier orbital gap: 11.14 eV
Lowest unoccupied orbital energy: 0.023 Ha

***

Energy relative to the most stable one, in hartree: a 0.0025; b 0.0000